# H22O11

11 unconnected molecules or ions with the total composition H22O11 (the ωB97M-V functional and the def2-TZVPD basis, OMol25).

Each atom is followed by the atoms it is bonded to, with distances in Å.
Cartesian coordinates (Å):
1 O 0.28274 0.06468 0.29966  H2 0.968, H3 0.971
2 H -0.58072 -0.25972 0.00460  O1 0.968
3 H 0.15866 1.01153 0.47697  O1 0.971
4 O -2.89300 -0.33648 1.70143  H5 0.964, H6 0.960
5 H -3.12771 -1.07570 2.27435  O4 0.964
6 H -2.96548 0.43938 2.26227  O4 0.960
7 O 0.01465 -1.89425 2.33808  H8 0.971, H9 0.963
8 H 0.17061 -1.02425 1.93502  O7 0.971
9 H 0.88818 -2.29750 2.36682  O7 0.963
10 O -0.78811 -3.62361 -0.56795  H11 0.960, H12 0.967
11 H -1.66908 -3.48213 -0.92314  O10 0.960
12 H -0.75393 -3.08074 0.23169  O10 0.967
13 O 0.09215 -0.44621 -2.65731  H14 0.972, H15 0.962
14 H -0.64854 -0.45134 -2.02756  O13 0.972
15 H -0.30892 -0.47602 -3.53078  O13 0.962
16 O 0.95590 2.41856 -2.77169  H17 0.970, H18 0.965
17 H 1.41714 2.93737 -2.09370  O16 0.970
18 H 0.89965 1.52415 -2.41424  O16 0.965
19 O -0.46285 2.64039 1.40003  H20 0.961, H21 0.964
20 H -1.15930 2.48269 2.04370  O19 0.961
21 H -0.07225 3.47571 1.67974  O19 0.964
22 O 2.55300 0.11443 1.88674  H23 0.975, H24 0.960
23 H 1.81225 0.13914 1.25339  O22 0.975
24 H 2.49692 0.94324 2.36880  O22 0.960
25 O -2.12052 -0.64864 -0.89467  H26 0.976, H27 0.963
26 H -2.62830 -0.76948 -0.06945  O25 0.976
27 H -2.75204 -0.82199 -1.60074  O25 0.963
28 O 2.07127 -2.35704 -1.88284  H29 0.970, H30 0.962
29 H 1.47335 -1.59901 -1.97681  O28 0.970
30 H 1.57724 -2.98262 -1.34435  O28 0.962
31 O 1.97014 2.91548 -0.23142  H32 0.964, H33 0.963
32 H 2.78504 3.35293 0.03866  O31 0.964
33 H 1.31184 3.16704 0.42470  O31 0.963

Results
SMILES: O.O.O.O.O.O.O.O.O.O.O
Kohn-Sham gap (eV): 9.123
Energy above the lowest of the compared OMol25 structures with the same formula, charge and spin (eV): 1.4691

# H22O11

11 unconnected molecules or ions with the total composition H22O11 at a distorted geometry (the ωB97M-V functional and the def2-TZVPD basis, OMol25).

Each atom is followed by the atoms it is bonded to, with distances in Å.
Cartesian coordinates (Å):
1 O 0.30929 0.60805 -0.60516  H2 1.027, H3 0.926
2 H 0.17764 1.59933 -0.36992  O1 1.027
3 H -0.50939 0.19447 -0.73050  O1 0.926
4 O 0.57846 2.37985 3.98106  H5 0.949, H6 1.010
5 H 0.93956 2.88834 3.26520  O4 0.949
6 H 0.21408 2.97389 4.71163  O4 1.010
7 O 4.58228 -2.33242 -1.52558  H8 1.028, H9 0.962
8 H 3.66351 -1.88447 -1.42030  O7 1.028
9 H 4.27289 -3.18805 -1.83910  O7 0.962
10 O -0.37697 -3.31092 -0.94407  H11 1.036, H12 0.965
11 H 0.47515 -3.00827 -1.45057  O10 1.036
12 H -1.01163 -2.95831 -1.58000  O10 0.965
13 O 1.27193 -0.72280 -5.09660  H14 0.978, H15 0.960
14 H 0.96288 -0.46190 -4.20565  O13 0.978
15 H 2.20794 -0.89055 -4.96816  O13 0.960
16 O -3.71340 -0.82099 1.34952  H17 0.941, H18 1.020
17 H -4.19051 -0.14159 1.79210  O16 0.941
18 H -3.94708 -1.58318 1.98619  O16 1.020
19 O 2.31225 0.37461 2.61793  H20 0.927, H21 0.966
20 H 3.18326 0.63036 2.80685  O19 0.927
21 H 1.82718 0.75349 3.36218  O19 0.966
22 O -3.44422 -0.78196 -3.46172  H23 0.968, H24 0.986
23 H -3.99019 0.01760 -3.45969  O22 0.968
24 H -3.63436 -1.04760 -2.53191  O22 0.986
25 O -2.73107 5.35107 0.95988  H26 0.978, H27 1.029
26 H -1.83165 4.96617 0.97699  O25 0.978
27 H -2.77316 5.98934 0.15438  O25 1.029
28 O -0.99686 -0.68916 4.17151  H29 1.004, H30 0.917
29 H -1.25447 0.01584 3.50535  O28 1.004
30 H -0.17976 -0.40520 4.47479  O28 0.917
31 O 2.19578 -0.43455 -1.61822  H32 0.943, H33 1.020
32 H 2.56492 -0.77546 -0.81999  O31 0.943
33 H 2.93344 -0.65044 -2.28831  O31 1.020

Results
SMILES: O.O.O.O.O.O.O.O.O.O.O
Kohn-Sham gap (eV): 10.839
Energy above the lowest of the compared OMol25 structures with the same formula, charge and spin (eV): 4.0713

# H22O11

11 unconnected molecules or ions with the total composition H22O11 at a distorted geometry (the ωB97M-V functional and the def2-TZVPD basis, OMol25).

Each atom is followed by the atoms it is bonded to, with distances in Å.
Cartesian coordinates (Å):
1 O 1.14639 -0.14403 -0.38966  H2 0.964, H3 0.964
2 H 0.78022 0.64468 -0.80542  O1 0.964
3 H 0.41362 -0.77016 -0.38844  O1 0.964
4 O -2.22864 0.95568 -0.62376  H5 0.964, H6 0.964
5 H -2.54896 0.05388 -0.73835  O4 0.964
6 H -2.48308 1.18213 0.27789  O4 0.964
7 O -2.37051 3.63048 -2.13913  H8 0.964, H9 0.964
8 H -1.46590 3.35064 -1.95921  O7 0.964
9 H -2.77138 3.70393 -1.26569  O7 0.964
10 O -2.95552 -2.29925 -1.96282  H11 0.964, H12 0.964
11 H -3.62621 -2.95672 -1.74626  O10 0.964
12 H -2.77953 -2.44349 -2.89942  O10 0.964
13 O 2.33236 -3.05124 -2.07287  H14 0.964, H15 0.964
14 H 1.96249 -3.46114 -1.28283  O13 0.964
15 H 1.69686 -2.36288 -2.29935  O13 0.964
16 O -1.44672 -0.02057 1.51587  H17 0.964, H18 0.964
17 H -1.76890 -0.86596 1.84829  O16 0.964
18 H -0.48728 -0.10181 1.55922  O16 0.964
19 O 3.13592 2.72183 -1.14248  H20 0.964, H21 0.964
20 H 3.47893 1.93316 -0.70735  O19 0.964
21 H 3.04412 3.36254 -0.42830  O19 0.964
22 O 0.98548 -3.29818 1.45124  H23 0.964, H24 0.964
23 H 0.45389 -2.49839 1.36915  O22 0.964
24 H 1.88857 -2.97195 1.53494  O22 0.964
25 O 4.32465 0.14118 0.24383  H26 0.964, H27 0.964
26 H 3.55008 -0.09039 -0.28096  O25 0.964
27 H 4.95037 -0.56971 0.06469  O25 0.964
28 O -3.38198 -0.49224 2.15476  H29 0.964, H30 0.964
29 H -4.24116 -0.81206 1.85722  O28 0.964
30 H -3.15207 0.19154 1.51556  O28 0.964
31 O 1.34755 2.17235 2.34373  H32 0.964, H33 0.964
32 H 0.99163 3.03342 2.09703  O31 0.964
33 H 1.22472 2.13274 3.29889  O31 0.964

Results
SMILES: O.O.O.O.O.O.O.O.O.O.O
Kohn-Sham gap (eV): 10.730
Energy above the lowest of the compared OMol25 structures with the same formula, charge and spin (eV): 3.1813

Results for lowest unoccupied orbital energy: -0.7; -0.2; -0.1 (in eV, following the order of the records).